Entry 1:
This record from OMol25 describes an isolated molecule of C6H8. The level of theory is the ωB97M-V functional and the def2-TZVPD basis.

Structure (SMILES)   C=C1C/C1=C\C
Net charge   0
Max |F|   8.37 eV/A
HOMO-LUMO gap (alpha / beta)   8.0 / 8.0 eV
Relative energy (zero: lowest compared OMol25 entry of this formula, charge and spin)   99.0 kcal/mol
LUMO (alpha / beta)   0.107 / 0.106 eV

Last column: natural (NBO) charge in e.
Geometry (Å):
H -2.53352 -0.90484 0.03226  0.22
H 0.62788 -2.21311 0.36507  0.22
C 0.16411 0.03716 0.27663  -0.02
H -1.05841 1.65371 -0.83342  0.20
H -3.10366 0.64083 0.62369  0.22
H 0.89954 -1.30563 1.71290  0.21
C 1.54804 -0.09085 0.07707  -0.04
H -2.97050 0.39383 -1.12582  0.22
H 3.70584 0.10192 -0.34151  0.20
C 2.70594 0.49132 -0.26426  -0.38
C 0.79737 -1.21839 0.71280  -0.46
C -2.47743 0.19169 -0.28894  -0.66
C -1.12403 0.63719 -0.39109  -0.12
H 2.81882 1.58517 -0.55537  0.20

Entry 2:
This record from OMol25 describes a structure of composition C3H7N3OS. The level of theory is the ωB97M-V functional and the def2-TZVPD basis.

Net charge   0
Max |F|   5.35 eV/A
HOMO-LUMO gap   8.5 eV
Relative energy (zero: lowest compared OMol25 entry of this formula, charge and spin)   203.2 kcal/mol
LUMO   -0.283 eV

Last column: natural (NBO) charge in e.
Geometry (Å):
H -1.30170 0.79294 -1.19946  0.18
O 0.00913 0.91856 0.77909  -0.40
C 0.99643 1.82344 0.60605  0.36
H 0.00119 1.68048 3.11021  0.10
C -0.42558 -2.40143 -1.34761  -0.52
N 0.12079 -0.22150 0.02200  -0.35
S 0.54107 3.06272 2.85537  0.18
H -0.46225 -1.13109 0.89043  0.38
H -0.90887 -2.87761 -0.39756  0.21
N 1.33549 2.81192 1.39339  -0.62
C -0.86382 -0.13609 -1.15043  0.21
H -0.11209 -3.06391 -2.50671  0.25
H 1.57003 1.83343 -0.40205  0.18
H 0.81146 -1.89752 -0.83210  0.22
N -1.31127 -1.19435 -1.82063  -0.40

Entry 3:
This record from OMol25 describes an isolated molecule of C7H9Cl2NOS. The level of theory is the ωB97M-V functional and the def2-TZVPD basis.

Net charge   0
Max |F|   4.16 eV/A
HOMO-LUMO gap   8.9 eV
Relative energy (zero: lowest compared OMol25 entry of this formula, charge and spin)   21.1 kcal/mol
LUMO   -0.363 eV

Last column: natural (NBO) charge in e.
Geometry (Å):
C -2.89478 -0.16398 -1.12611  -0.80
H 1.21269 -0.70272 2.09732  0.37
H -2.28039 0.35755 -1.80795  0.24
C 0.02769 1.46935 0.18135  -0.27
H -0.50518 2.40891 0.16494  0.26
C 0.33607 -0.96520 0.33877  -0.12
H -0.20824 -1.83270 -0.02632  0.21
C 2.28664 0.50772 -0.42344  -0.28
Cl 2.25928 3.11453 -0.22167  0.02
C -0.55954 0.30147 0.24553  -0.15
C 1.53932 1.54246 -0.17692  -0.02
O -2.78250 1.54900 0.87697  -0.97
H 1.76502 -1.14915 -1.40931  0.21
Cl 3.33745 -2.05303 0.24160  -0.18
H 3.27488 0.62564 -0.88057  0.24
C 1.78758 -0.87875 -0.40457  -0.06
N 0.45501 -1.22580 1.78704  -0.84
H -3.98067 0.24302 -1.10867  0.25
S -2.42377 0.14351 0.63665  1.27
H 0.28245 -2.10579 2.20468  0.39
H -2.92901 -1.18604 -1.18932  0.21

Entry 4:
This record from OMol25 describes an isolated molecule of C22H26N6O4. The level of theory is the ωB97M-V functional and the def2-TZVPD basis.

Structure (SMILES)   Cc1cc(C)n(-c2nc3c(c(=O)n(C)c(=O)n3C)n2C[C@H](O)COc2ccccc2C)n1
Net charge   0
Max |F|   1.52 eV/A
HOMO-LUMO gap   8.5 eV
Relative energy (zero: lowest compared OMol25 entry of this formula, charge and spin)   4.9 kcal/mol
LUMO   0.577 eV

Last column: natural (NBO) charge in e.
Geometry (Å):
C 0.35344 0.29287 1.16530  -0.09
C -2.43313 1.77812 -0.34428  -0.33
O -0.67528 0.67984 -1.64087  -0.54
H -1.48918 -3.43334 2.78256  0.25
C -4.12000 0.38416 0.64501  -0.25
C -1.47454 -0.95419 2.85879  0.81
C 3.87247 -0.41649 -2.93026  0.19
N -0.69366 -1.70218 2.00393  -0.41
H -2.01256 2.76057 -0.48618  0.25
H 2.46213 -3.54911 -0.42842  0.24
N -1.26645 0.41798 2.84423  -0.45
H 0.58884 1.57462 -2.86801  0.20
C 1.59946 -0.66452 -0.34529  0.58
H -4.98918 0.26528 1.27346  0.22
C -2.08545 1.21977 3.73882  -0.42
H -4.01559 2.51023 0.88077  0.21
H -2.69154 0.54675 4.33848  0.25
H 1.39633 3.35085 -1.68934  0.18
C 2.80662 -2.09204 -1.93264  0.22
C -2.43700 -0.60006 -0.77880  -0.09
H 1.99835 2.41324 0.69654  0.23
H -4.00742 -1.69322 0.15558  0.21
H -1.32810 -3.42327 1.00720  0.21
O -2.28211 -1.47352 3.59738  -0.63
H 1.18287 -3.42062 -1.61892  0.24
C -0.85731 -3.13799 1.94772  -0.41
C 0.17725 -1.08088 1.17108  0.39
H 4.64023 1.45139 -3.56160  0.23
H -2.51959 -2.64247 -1.40902  0.21
H -1.75855 -1.53624 -2.56682  0.22
C -0.07828 1.88744 -2.05845  -0.10
C 2.26231 -3.39297 -1.48610  -0.64
N 2.47809 -0.87942 -1.37514  -0.21
H 0.11956 -3.61370 2.01691  0.21
C 1.76695 1.85048 -0.21342  -0.28
H 2.71838 -4.19053 -2.06672  0.22
C -0.39185 1.13600 2.03834  0.67
C -1.86811 -1.77754 -1.51043  -0.63
H -2.72087 1.88102 3.15021  0.22
H 2.67480 1.68975 -0.79620  0.28
H -0.83330 2.57200 -2.46329  0.19
H 4.17646 -2.52176 -3.58597  0.23
N 3.13105 0.12798 -1.99126  -0.31
N 0.96139 -1.66678 0.24559  -0.54
H -0.87867 -2.02850 -1.13203  0.23
O 0.02565 3.58689 -0.27235  -0.75
C -3.55812 -0.71940 0.02294  -0.20
C -3.56940 1.63307 0.43567  -0.20
C 3.70258 -1.81818 -2.93303  -0.34
H 4.45186 0.25534 -4.85796  0.23
C 0.78088 2.70130 -1.04834  0.07
C -1.84317 0.66473 -0.92294  0.37
H 5.77861 0.09887 -3.70845  0.23
O -0.32223 2.35567 2.13062  -0.66
N 1.28584 0.54721 0.17483  -0.30
C 4.73789 0.40036 -3.81736  -0.64
H -1.43969 1.82583 4.37352  0.21
H -0.13336 3.21761 0.62185  0.51

Entry 5:
This record from OMol25 describes a cluster of 3 separate species, C5H12N2 in total. The level of theory is the ωB97M-V functional and the def2-TZVPD basis.

Net charge   0
Max |F|   1.18 eV/A
HOMO-LUMO gap   8.8 eV
Relative energy (zero: lowest compared OMol25 entry of this formula, charge and spin)   143.7 kcal/mol
LUMO   0.940 eV

Last column: natural (NBO) charge in e.
Geometry (Å):
H -0.57840 1.97501 0.68385  0.21
H 2.93244 -0.45879 0.08335  0.22
H -1.11384 -2.40037 1.17280  0.34
H 2.61921 1.06932 -0.75565  0.20
H -3.08462 0.79293 -0.44667  0.23
N -0.33712 -2.06325 0.60028  -0.52
H -2.79624 -0.83096 -1.09942  0.23
C -0.12009 1.27876 -0.02775  -0.46
H 1.17016 -0.82738 1.63159  -0.01
H 1.45133 1.01543 1.47376  0.20
C 1.05223 0.47692 0.61196  -0.18
H 0.90586 -1.69495 1.65878  0.07
C -2.37598 0.16930 -1.00070  -0.67
N -0.47918 -0.86736 0.23862  -0.09
H 0.16049 1.87357 -0.90941  0.20
H -2.27805 0.60775 -1.99716  0.23
H 1.76628 -0.39911 -1.23468  0.21
C 2.15408 0.15190 -0.37538  -0.65
C -1.04856 0.13129 -0.30815  0.23

Entry 6:
This record from OMol25 describes an isolated molecule of C5H9N. The level of theory is the ωB97M-V functional and the def2-TZVPD basis.

Structure (SMILES)   C=CCNC=C
Net charge   0
Max |F|   5.01 eV/A
HOMO-LUMO gap   8.2 eV
Relative energy (zero: lowest compared OMol25 entry of this formula, charge and spin)   118.1 kcal/mol
LUMO   0.785 eV

Last column: natural (NBO) charge in e.
Geometry (Å):
H -0.92591 -0.64064 -1.86039  0.22
C 1.28083 0.24286 0.78844  0.08
H -1.23608 1.88975 -0.89517  0.22
C 2.27544 -0.54937 0.47514  -0.65
H 0.54154 0.07772 1.54073  0.17
H 1.93664 -1.17799 -0.42026  0.22
H -2.44481 -1.80016 -0.34023  0.20
C -1.72321 -1.10367 0.05374  -0.39
H 1.16685 1.11108 -1.01891  0.36
H -1.14385 1.36149 0.72630  0.20
H 3.31369 -0.60415 0.94046  0.24
N 0.73668 1.28150 -0.09419  -0.57
C -1.08094 -0.31485 -0.74957  -0.21
H -1.86702 -0.90491 1.12529  0.19
C -0.82985 1.13133 -0.27136  -0.27